35
Properties=species:S:1:pos:R:3:nbo_charge:R:1 method="wB97M-V/def2-TZVPD" spin_multiplicity=1 total_charge=0 total_energy_ev=-43413.073
S 3.885 2.373 -2.915 -0.2516
S -1.382 0.007 -0.224 0.4288
N 2.174 0.983 -1.346 -0.3850
N 1.648 0.957 -3.438 -0.3816
N -0.255 -1.742 1.274 -0.4456
N 0.702 0.230 -2.805 -0.2471
C 2.575 1.450 -2.577 0.2137
C 0.694 -1.351 0.401 0.1820
C -3.625 -2.542 3.729 -0.2108
C 1.028 0.251 -1.549 0.3263
C 2.031 -2.008 0.443 -0.6427
C 0.283 -0.394 -0.493 -0.2964
C -3.759 -0.703 1.658 -0.1936
C -2.508 -2.304 2.954 -0.1817
C 2.782 1.371 -0.104 -0.2724
C 0.763 2.781 0.399 -0.3906
C -1.388 -1.144 1.106 0.0658
C -2.565 -1.379 1.908 -0.0346
C -4.808 -1.866 3.474 -0.1968
C 1.889 2.203 0.770 -0.1831
C -4.872 -0.947 2.438 -0.2125
H -3.806 0.012 0.849 0.2111
H 1.894 -3.087 0.478 0.2406
H 0.367 2.700 -0.600 0.1917
H 0.182 3.372 1.086 0.2097
H 1.622 1.092 -4.435 0.4299
H 3.109 0.482 0.445 0.2164
H 3.675 1.951 -0.375 0.2714
H 2.567 -1.717 1.346 0.2274
H -5.793 -0.421 2.239 0.2169
H 2.261 2.318 1.778 0.2091
H -5.681 -2.055 4.082 0.2156
H 2.621 -1.753 -0.434 0.2198
H -3.576 -3.258 4.536 0.2167
H -1.579 -2.820 3.136 0.2332

---

17
Properties=species:S:1:pos:R:3:nbo_charge:R:1 method="wB97M-V/def2-TZVPD" spin_multiplicity=1 total_charge=0 total_energy_ev=-8427.081 de_lowest_kcal_mol=95.9
O -0.204 -3.419 -0.548 -0.7159
C -0.071 -1.003 0.626 -0.1941
C -0.503 2.592 -0.158 -0.6612
C 1.677 1.060 -0.304 -0.3697
C 0.343 1.291 -0.137 -0.0309
C -0.646 -2.400 0.374 -0.1323
C -0.458 0.071 -0.124 -0.2415
H -0.860 3.069 0.748 0.2414
H -1.732 -2.408 0.227 0.1710
H 2.356 1.707 -1.033 0.2037
H 0.363 -2.932 -1.219 0.4617
H 2.209 0.311 0.294 0.2125
H -1.369 2.458 -0.858 0.2164
H 0.682 -0.970 1.550 0.2047
H 0.094 3.504 -0.439 0.2236
H -1.516 0.089 -0.264 0.2332
H -0.366 -3.022 1.266 0.1773

---

120
Properties=species:S:1:pos:R:3:lowdin_charge:R:1 method="wB97M-V/def2-TZVPD" spin_multiplicity=1 total_charge=0 total_energy_ev=-121097.856
S 0.473 -2.964 4.801 0.4719
Si 1.523 -4.323 3.477 0.2574
Si 0.661 -6.343 1.622 0.4127
F -3.053 6.106 -6.132 0.1460
F 1.910 4.773 4.201 0.1488
F 1.283 4.792 1.505 0.0954
F -4.606 5.844 -1.741 0.1322
F -1.467 7.045 2.587 0.0868
F -2.287 4.287 -2.215 0.0872
F -2.259 9.072 2.678 0.0951
F -3.364 7.271 -0.670 0.1081
F -3.583 3.440 -5.615 0.0993
F -0.773 9.635 4.878 0.1069
F 0.876 6.930 1.611 0.0952
F 0.427 9.068 3.156 0.1318
F -4.373 3.979 -3.655 0.0978
F -1.980 5.329 -4.420 0.1395
F -0.127 5.381 3.788 0.1364
F -2.732 4.682 -0.125 0.0906
O 1.413 6.901 4.389 0.0493
O 3.651 -7.398 2.400 0.0927
O 2.294 -6.355 1.117 -0.1913
O 0.375 -5.483 3.028 -0.3281
O -3.742 6.694 -4.136 0.0476
O 0.678 -10.167 0.977 0.0656
N 3.006 -7.530 1.441 -0.0466
C 1.564 5.923 2.193 -0.2674
C 0.278 -9.074 0.810 -0.3421
C 1.238 0.815 -0.965 -0.2198
C 2.384 -1.053 -2.149 -0.2205
C -0.480 -5.613 0.294 -0.1864
C -1.989 -2.615 -0.875 -0.1929
C 2.605 0.109 -1.137 -0.1937
C 3.696 -1.574 -2.769 -0.2039
C -2.377 -3.893 -0.110 -0.2059
C 1.201 1.820 0.203 -0.1893
C -1.715 -1.368 -0.004 -0.2246
C -4.146 4.443 -4.902 -0.2795
C -3.049 7.117 -2.974 -0.0459
C -0.227 2.440 0.271 -0.2046
C 0.311 7.573 4.976 -0.0463
C -3.209 5.650 -4.869 -0.5324
C -2.682 -1.144 1.167 -0.2030
C -0.429 8.582 4.083 -0.4411
C 1.444 -6.507 -3.572 -0.1064
C 0.162 -8.137 2.014 -0.1582
C 2.186 -3.044 -4.328 -0.1955
C -2.548 0.246 1.846 -0.1831
C 3.445 -2.968 -3.406 -0.2004
C 4.029 -1.855 2.893 -0.0134
C -1.094 0.758 2.071 -0.1813
C 1.160 5.758 3.656 -0.5318
C -0.950 2.247 1.626 -0.1909
C 2.745 -1.989 2.660 -0.3068
C -1.308 -4.423 0.871 -0.2494
C 0.980 -5.338 -4.483 -0.2339
C -2.353 5.268 -1.288 -0.2992
C 2.215 -3.284 2.058 -0.2962
C -1.710 8.079 3.420 -0.2960
C -3.355 6.352 -1.677 -0.4398
C 1.053 -3.945 -3.755 -0.2084
H -0.851 1.950 -0.496 0.1020
H 2.076 -1.163 2.899 0.0831
H 1.746 -2.064 -4.546 0.0947
H -2.622 -1.973 1.883 0.1023
H 0.754 8.158 5.782 0.1498
H -0.226 -2.197 3.921 -0.2027
H -0.666 -3.615 1.237 0.0772
H 2.064 -7.216 -4.134 0.0650
H 0.959 1.245 -1.936 0.1207
H 3.258 -3.664 -2.573 0.0967
H -1.166 -6.367 -0.110 0.0817
H 0.074 -3.457 -3.838 0.0961
H -1.934 2.726 1.537 0.0945
H 1.622 -5.338 -5.369 0.0892
H -0.858 -8.110 2.417 0.0988
H 2.001 -6.112 -2.714 0.0570
H 2.527 -3.441 -5.292 0.0951
H -0.371 6.881 5.470 0.1468
H -3.403 8.134 -2.809 0.1499
H 4.307 -3.329 -3.977 0.1013
H 4.504 -1.697 -2.036 0.1080
H -0.315 0.111 1.661 0.0770
H 2.917 -0.372 -0.206 0.1008
H -1.649 -0.462 -0.621 0.1102
H 1.967 2.598 0.104 0.1032
H 0.518 0.022 -0.731 0.0800
H 0.047 -8.768 -0.233 0.1200
H -3.275 -3.677 0.486 0.0993
H 1.204 -4.168 -2.690 0.0708
H -5.103 4.710 -5.354 0.1763
H -1.849 -4.790 1.755 0.1078
H 2.553 -4.937 4.322 0.0064
H -0.932 0.769 3.160 0.1029
H -3.031 0.150 2.830 0.1043
H 1.807 -0.616 -2.977 0.1035
H 4.027 -0.894 -3.566 0.1127
H 3.370 0.806 -1.500 0.1157
H -2.696 -4.659 -0.831 0.1102
H 1.518 -3.094 1.229 0.0690
H -2.742 -2.335 -1.625 0.1120
H -0.417 2.816 2.401 0.0936
H 1.419 1.246 1.114 0.1010
H 3.111 -3.803 1.683 0.0727
H 0.097 -5.182 -0.541 0.0734
H -0.212 3.497 -0.020 0.0817
H -0.704 -1.494 0.421 0.0810
H -2.444 7.769 4.170 0.1754
H 2.631 6.139 2.104 0.1783
H 0.877 -8.515 2.755 0.0842
H 4.709 -2.454 2.286 0.0662
H 4.428 -1.217 3.676 0.0634
H -1.978 7.215 -3.152 0.1469
H 0.611 -7.102 -3.171 0.0610
H -0.053 -5.460 -4.828 0.0956
H -3.171 0.965 1.299 0.1051
H -1.067 -2.837 -1.440 0.0952
H -1.353 5.686 -1.143 0.1730
H -3.702 -1.185 0.746 0.1159
H 1.791 -1.854 -1.684 0.1091

---

19
Properties=species:S:1:pos:R:3:lowdin_spin:R:1 method="wB97M-V/def2-TZVPD" spin_multiplicity=3 total_charge=0 total_energy_ev=-84915.587
Br 3.817 1.080 -0.734 0.3383
F 0.662 -2.424 -1.307 -0.0094
F 3.181 -3.099 0.152 0.0026
C -0.722 0.042 -0.711 0.1533
C 2.921 -0.948 1.299 0.0047
C 2.673 0.510 1.001 0.0700
C -1.838 -0.193 -1.163 0.4008
C -3.009 -0.407 -2.042 0.0681
C 0.469 0.132 -0.051 0.4088
C 2.473 -1.909 0.255 0.0185
C 1.353 -1.682 -0.397 -0.0365
C 1.310 0.938 0.584 0.5199
H 1.079 1.944 0.719 0.0218
H -2.870 0.212 -2.936 0.0212
H 2.999 1.264 1.662 0.0035
H -3.915 -0.188 -1.563 0.0101
H -2.954 -1.433 -2.278 0.0007
H 2.503 -1.283 2.297 0.0032
H 3.947 -1.151 1.324 0.0005